Entry 1:
Density functional theory data (ωB97M-V with the def2-TZVPD basis set) for one molecule with the formula C6H12N2O2S3 in a non-equilibrium geometry.

```
! wB97M-V def2-TZVPD RIJCOSX def2/J DEFGRID3
* xyz 0 3
H 1.97 -2.64 -1.77
H 2.95 1.61 -0.01
H 0.08 -0.34 3.26
C 0.07 0.49 2.48
H 3.23 0.82 -1.62
C 2.74 1.68 -1.10
H -3.78 -0.93 -1.38
O -1.90 0.85 -1.69
C 0.19 0.11 1.01
C -1.10 -0.59 0.34
C 1.18 -1.33 -0.40
S -0.55 -1.64 -0.97
S 0.90 1.33 -1.13
C -3.70 -0.39 -0.47
H 0.94 1.24 2.69
N 2.15 -1.86 -1.15
N 1.36 -0.65 0.64
H 3.08 2.73 -1.49
H 3.12 -1.73 -0.97
H -0.94 0.95 2.68
S -2.28 0.68 -0.31
H -4.61 0.27 -0.57
O 0.26 1.42 0.36
H -3.75 -0.88 0.47
H -1.59 -1.20 1.07
*
```

The molecular weight comes out at 240.38 g mol⁻¹. Its energy relative to the best compared isomer or geometry (same formula, charge and spin) is 82.91 kJ/mol. Its LUMO energy (spin up / spin down) is 0.56 / -3.13 eV. For the largest force on an atom, the calculation gives 3.33 eV/A. Its HOMO energy (spin up / spin down) is -3.409 / -8.158 eV. Its gap between HOMO and LUMO (spin up / spin down) is 3.97 / 5.03 eV.



Entry 2:
Density functional theory data (ωB97M-V with the def2-TZVPD basis set) for one molecule with the formula C6H12N2O3S in a non-equilibrium geometry.

```
! wB97M-V def2-TZVPD RIJCOSX def2/J DEFGRID3
* xyz 0 1
S -2.31 -1.84 1.14
C 0.81 -0.46 -0.46
H 2.06 1.15 1.79
O 0.85 -1.57 -1.00
H -1.56 0.16 -1.82
C -1.57 0.01 -0.72
H -0.98 -1.51 1.30
C 3.19 -0.69 0.32
N 1.76 1.42 0.85
H -3.22 -1.30 -0.94
C 2.12 0.32 -0.14
H 4.18 -0.23 0.24
C -2.62 1.00 -0.22
H -3.14 2.36 0.63
O -2.25 2.18 0.29
C -2.22 -1.43 -0.59
H 3.01 -0.95 1.36
H 0.05 1.09 0.35
H 3.03 -1.54 -0.39
N -0.24 0.31 -0.24
H -1.65 -2.20 -1.07
H 2.12 2.38 0.72
O -3.81 0.66 -0.31
H 2.40 0.67 -1.07
*
```

The molecular weight comes out at 192.24 g mol⁻¹. Its energy relative to the best compared isomer or geometry (same formula, charge and spin) is 114.09 kJ/mol. Its LUMO energy is 0.54 eV. The SMILES is C[C@H](N)C(=O)N[C@@H](CS)C(=O)O. For the largest force on an atom, the calculation gives 3.31 eV/A. Its HOMO energy is -8.898 eV. Its gap between HOMO and LUMO is 9.43 eV.



Entry 3:
Density functional theory data (ωB97M-V with the def2-TZVPD basis set) for a 2-piece molecular cluster, C6H12N2O4 overall in a non-equilibrium geometry.

```
! wB97M-V def2-TZVPD RIJCOSX def2/J DEFGRID3
* xyz 0 1
C 1.94 -0.94 -1.50
O 0.63 1.66 2.43
N -1.21 3.23 0.84
H 2.64 -0.35 -0.87
H 1.88 -0.34 -2.34
H -0.55 0.29 -0.85
C -0.22 -0.54 -0.28
H -1.49 3.07 1.81
H 0.28 -1.93 -1.79
C 0.74 -1.47 -0.97
H 2.24 -2.68 0.06
H -3.16 -1.68 -0.85
O -1.94 -1.18 1.36
C 0.14 1.19 1.38
H -0.29 3.46 1.14
H -1.84 1.47 0.29
H 2.64 -1.78 -1.68
H 1.13 -0.55 1.61
C -1.46 -1.15 0.20
H -0.43 2.15 -0.46
O 0.94 -2.34 0.06
C -0.83 1.91 0.38
O -2.21 -1.47 -0.96
N 0.42 -0.03 1.00
*
```

The molecular weight comes out at 176.17 g mol⁻¹. Its energy relative to the best compared isomer or geometry (same formula, charge and spin) is 454.05 kJ/mol. Its LUMO energy is -0.25 eV. For the largest force on an atom, the calculation gives 7.92 eV/A. Its HOMO energy is -9.805 eV. Its gap between HOMO and LUMO is 9.56 eV.



Entry 4:
Density functional theory data (ωB97M-V with the def2-TZVPD basis set) for a 2-piece molecular cluster, C6H12N2P overall in a non-equilibrium geometry.

```
! wB97M-V def2-TZVPD RIJCOSX def2/J DEFGRID3
* xyz 1 1
C 2.47 -1.60 -0.33
C 1.87 1.27 0.13
C -3.50 -0.69 0.03
H -3.56 -1.56 -0.70
C -1.18 -0.80 0.12
H 3.00 -1.24 -1.24
N -0.48 0.35 0.18
H -2.12 1.48 0.64
H 2.43 -2.64 -0.57
C 0.87 0.15 0.04
C -1.10 1.68 0.14
H -3.67 -0.68 1.10
H 2.53 1.04 0.90
P -0.24 -2.21 -0.15
H -1.25 1.96 -0.97
H -3.73 0.28 -0.18
H 3.03 -1.43 0.58
H 2.73 1.10 -0.54
N 1.09 -1.13 -0.10
H 1.33 2.17 0.22
H -0.50 2.49 0.72
*
```

The molecular weight comes out at 143.15 g mol⁻¹. Its energy relative to the best compared isomer or geometry (same formula, charge and spin) is 318.40 kJ/mol. Its LUMO energy is -3.67 eV. For the largest force on an atom, the calculation gives 5.10 eV/A. Its HOMO energy is -12.802 eV. Its gap between HOMO and LUMO is 9.14 eV.



Entry 5:
Density functional theory data (ωB97M-V with the def2-TZVPD basis set) for one molecule with the formula C6H12N2S in a non-equilibrium geometry.

```
! wB97M-V def2-TZVPD RIJCOSX def2/J DEFGRID3
* xyz 0 1
H -2.17 -1.59 1.91
H 1.22 -0.73 1.77
H -1.09 -2.47 0.65
C 0.55 0.00 1.17
N 0.78 0.25 -1.26
H 0.82 0.96 1.79
H -2.22 0.94 -1.70
S -1.84 1.17 1.10
C 2.80 0.71 0.08
H -0.95 1.79 -2.41
C -1.33 0.73 -2.31
H 2.92 1.65 -0.56
C -0.86 -0.30 1.00
H 3.56 -0.13 -0.10
H 2.88 0.95 1.15
C -1.60 -1.52 1.01
C 1.35 0.29 -0.16
H -1.78 0.55 -3.34
H -2.43 -1.50 0.32
H -3.10 0.55 0.79
N -0.38 -0.07 -1.59
*
```

The molecular weight comes out at 144.24 g mol⁻¹. Its energy relative to the best compared isomer or geometry (same formula, charge and spin) is 504.02 kJ/mol. Its LUMO energy (spin up / spin down) is 0.51 / 0.51 eV. For the largest force on an atom, the calculation gives 3.99 eV/A. Its HOMO energy (spin up / spin down) is -7.406 / -6.888 eV. Its gap between HOMO and LUMO (spin up / spin down) is 7.91 / 7.40 eV.



Entry 6:
Density functional theory data (ωB97M-V with the def2-TZVPD basis set) for a 2-piece molecular cluster, C6H12N3 overall in a non-equilibrium geometry.

```
! wB97M-V def2-TZVPD RIJCOSX def2/J DEFGRID3
* xyz 1 1
N -0.33 0.89 -0.17
H 1.70 -1.05 -1.99
H -1.32 1.15 0.02
N 0.25 2.44 1.83
H -1.36 -2.04 -1.37
C -0.19 -0.35 -1.03
C -1.02 -1.51 -0.49
C 1.28 -0.68 -1.07
H 1.76 -0.43 2.66
H 1.49 -1.41 -0.33
N 0.26 3.34 1.04
C 0.81 0.00 2.42
H 0.13 1.72 -0.59
C -0.54 0.16 2.50
H -1.53 -0.13 2.68
C 0.13 1.23 1.91
H -0.48 -2.21 0.21
H 1.82 0.28 -0.79
H 0.52 4.13 1.53
H -2.00 -1.08 -0.01
H -0.36 -0.07 -2.10
*
```

The molecular weight comes out at 126.18 g mol⁻¹. Its energy relative to the best compared isomer or geometry (same formula, charge and spin) is 682.06 kJ/mol. Its LUMO energy is -4.78 eV. For the largest force on an atom, the calculation gives 7.01 eV/A. Its HOMO energy is -13.481 eV. Its gap between HOMO and LUMO is 8.70 eV.



Entry 7:
Density functional theory data (ωB97M-V with the def2-TZVPD basis set) for a 2-piece molecular cluster, C6H12N3O overall in a non-equilibrium geometry.

```
! wB97M-V def2-TZVPD RIJCOSX def2/J DEFGRID3
* xyz 1 1
H 3.09 -0.97 1.48
C -1.44 -1.07 -0.82
H 0.66 0.11 0.48
C -2.86 -0.95 -0.95
H -3.59 -1.36 -1.62
H 1.97 -1.85 0.68
C 1.74 0.26 0.43
H 1.95 0.87 1.34
N -0.99 -0.20 0.08
O 1.84 1.08 -0.68
H 2.51 -0.30 -2.17
H -1.81 2.27 1.20
H -1.45 0.99 2.37
N -3.24 -0.02 -0.02
N -2.12 0.41 0.47
H 2.26 1.36 -2.73
C 2.48 -0.96 0.61
H 3.01 -1.17 -0.28
H -3.20 1.31 1.74
C -2.07 1.38 1.58
C 2.16 0.66 -1.84
H -0.89 -1.82 -1.36
*
```

The molecular weight comes out at 142.18 g mol⁻¹. Its energy relative to the best compared isomer or geometry (same formula, charge and spin) is 636.91 kJ/mol. Its LUMO energy is -6.11 eV. For the largest force on an atom, the calculation gives 5.36 eV/A. Its HOMO energy is -12.965 eV. Its gap between HOMO and LUMO is 6.86 eV.



Entry 8:
Density functional theory data (ωB97M-V with the def2-TZVPD basis set) for an isolated ion of composition C6H12N3S and charge +1 in a non-equilibrium geometry.

```
! wB97M-V def2-TZVPD RIJCOSX def2/J DEFGRID3
* xyz 1 1
N 1.39 -1.79 0.25
N -1.00 0.04 0.13
H -1.80 -1.70 -0.79
S 3.32 0.20 0.04
C 2.28 -1.03 0.08
H -0.32 -2.54 1.04
H 2.73 2.50 0.07
C -2.44 0.42 0.18
H 0.52 2.73 0.48
H 0.13 -3.18 -0.55
H -3.02 -0.36 0.67
H -0.42 -0.95 -1.62
C 2.12 1.67 -0.29
N -0.29 1.11 -0.45
H -2.53 1.35 0.74
H -2.78 0.59 -0.83
C 0.74 1.65 0.36
C 0.08 -2.26 0.05
H 0.79 1.21 1.37
H -0.69 -0.13 1.11
H 2.03 1.72 -1.38
C -0.82 -1.24 -0.64
*
```

The molecular weight comes out at 158.25 g mol⁻¹. Its energy relative to the best compared isomer or geometry (same formula, charge and spin) is 417.60 kJ/mol. Its LUMO energy (spin up / spin down) is -4.77 / -4.77 eV. For the largest force on an atom, the calculation gives 4.49 eV/A. Its HOMO energy (spin up / spin down) is -10.951 / -10.952 eV. Its gap between HOMO and LUMO (spin up / spin down) is 6.18 / 6.18 eV.



Entry 9:
Density functional theory data (ωB97M-V with the def2-TZVPD basis set) for C6H12N6O3 as an isolated structure in a non-equilibrium geometry.

```
! wB97M-V def2-TZVPD RIJCOSX def2/J DEFGRID3
* xyz 0 1
C -0.22 -0.67 -1.15
N -0.47 -1.31 0.19
H -1.19 0.54 -3.47
N 0.08 0.93 0.80
O 2.26 2.63 1.82
H 2.63 3.93 0.22
N 1.26 2.44 -0.45
C -0.36 -0.32 1.09
H -1.45 -1.20 4.21
H -2.44 -1.73 2.77
H 0.54 -1.59 -3.84
H 0.48 4.02 0.77
H 1.40 1.98 2.04
H 1.56 2.73 -1.35
N -0.56 -1.73 -2.11
O -1.27 -0.44 -4.03
N -0.23 -0.63 2.44
C 1.56 3.39 0.62
H -0.56 0.47 3.14
C 0.48 1.23 -0.42
H -1.26 -2.47 -3.72
H -0.68 -2.88 1.89
H -1.68 -2.09 -2.14
C -1.34 -1.58 3.09
C -0.63 -1.57 -3.39
O -0.63 -2.77 2.89
N 0.33 0.30 -1.58
*
```

The molecular weight comes out at 216.20 g mol⁻¹. Its energy relative to the best compared isomer or geometry (same formula, charge and spin) is 919.70 kJ/mol. Its LUMO energy is 0.24 eV. For the largest force on an atom, the calculation gives 11.90 eV/A. Its HOMO energy is -9.648 eV. Its gap between HOMO and LUMO is 9.89 eV.



Entry 10:
Density functional theory data (ωB97M-V with the def2-TZVPD basis set) for an isolated ion of composition C6H12NO and charge -1 in a non-equilibrium geometry.

```
! wB97M-V def2-TZVPD RIJCOSX def2/J DEFGRID3
* xyz -1 1
H 1.88 0.17 -0.29
C 0.98 0.09 -0.97
H 1.10 1.97 -1.62
O 1.73 -0.08 -3.27
N 0.41 1.28 -1.58
H -0.09 -0.87 2.65
C -0.14 -0.82 -0.33
C -0.67 -0.20 2.05
C 1.39 -0.80 -2.25
H -1.27 0.90 0.42
H -1.89 0.04 3.81
H 0.56 -1.53 -2.45
H 2.17 -1.42 -1.73
H 0.15 0.95 -2.61
H -2.38 0.87 2.21
H -0.85 -1.15 -1.10
H -1.21 1.62 3.25
C -0.74 -0.02 0.72
H 0.42 -1.62 0.18
C -1.55 0.62 2.91
*
```

The molecular weight comes out at 114.17 g mol⁻¹. Its energy relative to the best compared isomer or geometry (same formula, charge and spin) is 135.21 kJ/mol. Its LUMO energy is 3.68 eV. The SMILES is C/C=C/C[C@H](N)C[O-]. For the largest force on an atom, the calculation gives 3.14 eV/A. Its HOMO energy is -2.566 eV. Its gap between HOMO and LUMO is 6.24 eV.



Entry 11:
Density functional theory data (ωB97M-V with the def2-TZVPD basis set) for a 2-piece molecular cluster, C6H12NO overall in a non-equilibrium geometry.

```
! wB97M-V def2-TZVPD RIJCOSX def2/J DEFGRID3
* xyz 1 1
H -0.62 -1.58 -1.92
C -1.30 -2.04 -2.71
C 0.48 -1.24 0.79
H 1.25 -2.08 0.71
H -0.77 0.64 2.08
C 0.16 1.14 1.77
H -0.34 -1.64 1.45
C 1.18 -0.08 1.61
H 0.56 3.57 -0.76
C -0.08 1.91 0.43
H -0.26 1.24 -0.45
H 2.08 0.31 1.08
N -1.00 -3.24 -3.14
H 0.16 3.93 1.08
C 0.22 3.24 0.23
O 0.07 -0.65 -0.37
H -1.73 -1.35 -3.41
H 1.49 -0.40 2.62
H 0.30 1.91 2.56
H -1.84 -3.59 -3.65
*
```

The molecular weight comes out at 114.17 g mol⁻¹. Its energy relative to the best compared isomer or geometry (same formula, charge and spin) is 826.21 kJ/mol. Its LUMO energy is -9.15 eV. For the largest force on an atom, the calculation gives 5.11 eV/A. Its HOMO energy is -13.246 eV. Its gap between HOMO and LUMO is 4.09 eV.



- Among the records above, which one has the highest energy relative to the best compared isomer or geometry (same formula, charge and spin)?
  C6H12N6O3



- Which formula does entry 10 have?
  C6H12NO



What did the first record say?
Density functional theory data (ωB97M-V with the def2-TZVPD basis set) for one molecule with the formula C6H12N2O2S3 in a non-equilibrium geometry.

```
! wB97M-V def2-TZVPD RIJCOSX def2/J DEFGRID3
* xyz 0 3
H 1.97 -2.64 -1.77
H 2.95 1.61 -0.01
H 0.08 -0.34 3.26
C 0.07 0.49 2.48
H 3.23 0.82 -1.62
C 2.74 1.68 -1.10
H -3.78 -0.93 -1.38
O -1.90 0.85 -1.69
C 0.19 0.11 1.01
C -1.10 -0.59 0.34
C 1.18 -1.33 -0.40
S -0.55 -1.64 -0.97
S 0.90 1.33 -1.13
C -3.70 -0.39 -0.47
H 0.94 1.24 2.69
N 2.15 -1.86 -1.15
N 1.36 -0.65 0.64
H 3.08 2.73 -1.49
H 3.12 -1.73 -0.97
H -0.94 0.95 2.68
S -2.28 0.68 -0.31
H -4.61 0.27 -0.57
O 0.26 1.42 0.36
H -3.75 -0.88 0.47
H -1.59 -1.20 1.07
*
```

The molecular weight comes out at 240.38 g mol⁻¹. Its energy relative to the best compared isomer or geometry (same formula, charge and spin) is 82.91 kJ/mol. Its LUMO energy (spin up / spin down) is 0.56 / -3.13 eV. For the largest force on an atom, the calculation gives 3.33 eV/A. Its HOMO energy (spin up / spin down) is -3.409 / -8.158 eV. Its gap between HOMO and LUMO (spin up / spin down) is 3.97 / 5.03 eV.